Record 1
{"formula": "C7H25NO7", "method": "ωB97M-V/def2-TZVPD", "homo_energy_ha": -0.3010, "energy_ev": -23484.043, "smiles": "CCc1c[nH]c(C)c1.O.O.O.O.O.O.O", "de_lowest_ev": 4.795, "homo_lumo_gap_ha": 0.303, "symbols": ["C", "C", "C", "C", "N", "C", "C", "C", "H", "H", "H", "H", "H", "H", "H", "H", "H", "H", "H", "O", "H", "H", "O", "H", "H", "O", "H", "H", "O", "H", "H", "O", "H", "H", "O", "H", "H", "O", "H", "H"], "coordinates": [[2.59112, -1.29861, 0.07980], [2.62537, -0.04844, 1.01494], [1.40569, 0.84138, 0.98780], [1.36360, 2.26293, 1.07923], [0.06187, 2.75669, 0.82452], [-0.75569, 1.56723, 0.71218], [-2.21743, 1.76836, 0.63380], [0.05702, 0.45618, 0.69213], [3.49600, -1.37113, -0.45184], [2.63438, -2.21125, 0.65074], [1.76230, -1.35031, -0.75971], [3.38143, 0.65146, 0.56524], [2.98568, -0.45910, 1.91914], [2.05166, 2.81664, 1.40182], [-0.22870, 3.75860, 0.80632], [-2.60994, 2.60247, 1.19159], [-2.73860, 1.96385, -0.33052], [-2.70458, 0.76328, 0.60917], [-0.26581, -0.45886, 0.86009], [0.01095, 0.02296, 3.88176], [0.36658, -0.61626, 3.21986], [0.16197, 0.92782, 3.57936], [-0.88323, -0.63135, -3.92555], [-0.02438, -0.81802, -3.43203], [-1.34974, -1.24889, -3.43380], [-0.71567, 1.72257, -2.49331], [-0.73320, 1.74778, -1.48309], [-0.75487, 0.87524, -2.87207], [1.25268, 0.09810, -2.51402], [1.43684, 0.80942, -1.95726], [1.69991, 0.36502, -3.33152], [-2.79596, -0.37695, -1.45437], [-2.89053, -1.42931, -1.42241], [-1.79166, -0.42187, -1.26698], [-0.11047, -2.60323, 1.70075], [-0.47389, -2.12400, 2.45811], [0.51082, -3.07949, 2.27063], [-2.08286, -2.76808, -0.34444], [-2.41208, -2.16016, 0.36593], [-1.31654, -3.30266, -0.03197]], "mulliken_charge": [-1.028, -0.420, 0.013, -1.309, 0.033, -1.279, -1.152, 0.833, 0.475, 0.271, 0.088, 0.227, 0.319, 0.824, 0.230, 0.435, 0.323, 0.289, 0.993, -0.657, 0.330, 0.320, -0.685, 0.366, 0.315, -0.749, 0.295, 0.410, -0.499, 0.271, 0.251, -0.572, 0.386, 0.168, -0.587, 0.227, 0.309, -0.673, 0.334, 0.272]}



Record 2
{"formula": "C7H26O11S", "method": "ωB97M-V/def2-TZVPD", "homo_energy_ha": -0.3741, "energy_ev": -41037.931, "homo_lumo_gap_ha": 0.387, "symbols": ["C", "C", "O", "C", "O", "C", "C", "C", "O", "S", "O", "O", "C", "H", "H", "H", "H", "H", "H", "H", "H", "H", "H", "H", "H", "H", "H", "O", "H", "H", "O", "H", "H", "O", "H", "H", "O", "H", "H", "O", "H", "H", "O", "H", "H"], "coordinates": [[6.12419, -1.13274, 0.01009], [5.00051, -1.11712, 1.03625], [3.87583, -0.38162, 0.51433], [2.62576, -0.82356, 0.83401], [2.37930, -1.98168, 1.03382], [1.63687, 0.30871, 0.83572], [0.25644, -0.07232, 1.37057], [-0.71018, -0.34705, 0.24028], [-2.05378, -0.38255, 0.78930], [-3.05985, -1.30649, -0.05908], [-3.58302, -0.45007, -1.10622], [-4.18736, -1.31452, 1.10081], [-4.61911, -2.62255, 1.51550], [6.60903, -2.10643, -0.02239], [5.72106, -0.91521, -0.97824], [6.88414, -0.38397, 0.22993], [5.30902, -0.60777, 1.95049], [4.67278, -2.12413, 1.28333], [1.56178, 0.67112, -0.19627], [2.06490, 1.14007, 1.39794], [-0.14064, 0.73644, 1.98395], [0.32647, -0.95712, 2.00417], [-0.48564, -1.30550, -0.23932], [-0.67624, 0.43554, -0.51618], [-5.42359, -2.96848, 0.86748], [-4.97858, -2.51721, 2.53459], [-3.79700, -3.33793, 1.49732], [-1.13689, -3.86616, -1.59115], [-0.39849, -3.84311, -2.20780], [-1.41774, -4.78622, -1.58080], [-4.42529, 1.64834, 2.07556], [-3.80914, 1.22468, 1.46751], [-4.99869, 0.92772, 2.35132], [4.40149, 2.65325, 0.50601], [5.11552, 2.67017, -0.13750], [4.11493, 1.73201, 0.52987], [-3.01179, 2.42303, -1.71506], [-3.77280, 2.97260, -1.93568], [-3.37604, 1.57101, -1.43884], [0.68819, 1.63177, -2.09637], [0.39674, 2.53007, -1.90633], [0.44927, 1.48703, -3.01719], [-3.75569, 4.84705, -3.10421], [-3.43220, 5.68299, -2.75568], [-2.96448, 4.35792, -3.35581]], "mulliken_charge": [-1.098, -0.355, -0.220, 0.467, -0.616, -0.436, -0.635, -0.351, -0.147, 0.704, -0.736, -0.231, -0.695, 0.327, 0.311, 0.298, 0.322, 0.368, 0.273, 0.283, 0.335, 0.282, 0.367, 0.260, 0.291, 0.242, 0.317, -0.554, 0.289, 0.279, -0.663, 0.342, 0.310, -0.653, 0.303, 0.388, -0.582, 0.363, 0.321, -0.603, 0.283, 0.269, -0.655, 0.315, 0.320]}



Record 3
{"formula": "C7H26O7", "method": "ωB97M-V/def2-TZVPD", "homo_energy_ha": 0.0512, "energy_ev": -22001.771, "de_lowest_ev": 4.154, "total_charge": -2, "homo_lumo_gap_ha": 0.133, "symbols": ["C", "O", "H", "H", "H", "C", "O", "H", "H", "H", "C", "O", "H", "H", "H", "H", "C", "O", "H", "H", "H", "H", "C", "O", "H", "H", "H", "H", "C", "O", "H", "H", "H", "H", "C", "O", "H", "H", "H", "H"], "coordinates": [[1.47044, 3.49303, 0.56936], [0.51314, 4.53698, 0.71812], [0.98120, 2.57331, 0.89009], [1.83167, 3.25600, -0.43136], [2.32546, 3.77395, 1.18427], [-0.71165, 0.87020, 0.10848], [-1.77317, 1.82525, -0.02405], [-0.80757, -0.00900, -0.52864], [0.25659, 1.29760, -0.15221], [-0.72234, 0.61428, 1.16795], [0.26959, 1.09454, -2.49093], [1.34439, 0.87664, -3.44022], [-0.47395, 1.74817, -2.94703], [-0.31566, 0.19319, -2.30887], [0.62190, 1.52649, -1.55424], [1.72180, 1.72754, -3.67500], [-0.21963, -1.48956, 2.14638], [-1.48908, -1.81415, 1.40500], [0.68699, -1.76537, 1.60781], [-0.10730, -0.41959, 2.32144], [-0.17592, -1.95715, 3.13002], [-2.13847, -1.16389, 1.68257], [1.96678, 0.70431, 1.83996], [2.42293, -0.61368, 1.68130], [2.49309, 1.11995, 2.69923], [2.20663, 1.24016, 0.92157], [0.88540, 0.70756, 1.97676], [2.12373, -1.20543, 2.37550], [-2.73105, -2.03748, -0.48518], [-3.98643, -1.43789, -0.84457], [-2.18616, -2.28402, -1.39645], [-2.15603, -1.21125, -0.06711], [-2.87862, -2.88478, 0.18445], [-4.30346, -2.05826, -1.50505], [0.32811, -1.71204, -0.82445], [0.54131, -2.23810, -2.10111], [0.53137, -2.43317, -0.03277], [0.93166, -0.81936, -0.66026], [-0.73017, -1.46271, -0.74719], [1.45248, -2.16232, -2.39371]], "mulliken_charge": [-0.490, -0.994, 0.001, 0.040, 0.262, 1.884, -0.990, -1.009, -1.218, 0.212, -0.149, -0.579, 0.337, 0.148, 0.131, 0.305, -0.780, -0.481, 0.054, 0.596, 0.394, 0.392, -0.431, -0.525, 0.369, 0.138, 0.315, 0.315, -0.021, -0.523, 0.286, -0.306, 0.219, 0.301, -0.477, -0.613, 0.386, 0.523, -0.357, 0.332]}



Record 4
{"formula": "C7H27ClN7O6", "method": "ωB97M-V/def2-TZVPD", "homo_energy_ha": -0.2388, "energy_ev": -42938.433, "de_lowest_ev": 3.379, "total_charge": -1, "homo_lumo_gap_ha": 0.332, "symbols": ["Cl", "C", "O", "N", "N", "H", "H", "H", "H", "C", "O", "N", "N", "H", "H", "H", "H", "C", "O", "N", "N", "H", "H", "H", "H", "C", "C", "C", "O", "C", "N", "H", "H", "H", "H", "H", "H", "H", "H", "H", "H", "H", "O", "H", "H", "O", "H", "H"], "coordinates": [[20.24352, -19.63260, 7.24383], [17.51155, -21.87611, 9.53858], [18.53132, -21.68276, 10.24225], [17.33963, -21.21648, 8.48185], [16.53849, -22.71446, 9.68190], [16.52719, -21.41289, 7.91486], [18.07618, -20.57679, 8.22035], [15.72936, -22.59977, 9.08838], [16.61570, -23.37533, 10.44176], [15.83760, -18.82692, 6.27961], [15.58249, -18.01235, 7.13261], [14.94691, -19.43078, 5.60080], [16.98598, -19.34615, 6.05639], [14.07448, -18.92639, 5.66826], [15.13111, -20.27557, 5.07876], [17.06903, -19.99958, 5.29073], [17.74751, -19.14817, 6.68962], [21.44850, -15.90594, 6.74001], [21.57472, -14.71673, 6.50372], [21.10080, -16.40049, 7.86757], [21.66460, -16.94001, 5.96941], [20.96877, -17.39478, 7.98609], [20.91128, -15.75134, 8.61776], [21.39705, -17.89554, 6.15777], [22.01756, -16.57271, 5.09728], [25.79415, -19.39777, 5.96370], [24.78596, -19.88270, 7.08265], [24.36203, -18.84045, 8.15603], [25.40683, -18.42200, 9.08497], [25.18475, -17.16252, 9.61052], [23.71933, -20.41888, 6.31239], [26.65786, -18.99957, 6.49620], [25.61438, -18.45342, 5.44990], [26.16531, -20.16247, 5.28137], [25.23101, -20.75986, 7.55237], [23.56219, -19.32746, 8.71386], [23.75546, -18.04501, 7.72307], [25.90994, -17.05217, 10.41677], [24.17975, -16.96980, 9.98593], [25.44541, -16.34819, 8.93448], [23.45876, -19.70359, 5.64863], [22.89806, -20.59196, 6.87423], [19.72945, -22.76776, 5.58596], [20.64997, -22.84280, 5.33446], [19.67238, -21.92682, 6.03960], [21.04595, -19.21445, 10.60176], [21.49295, -18.40676, 10.85484], [21.12156, -19.24183, 9.64795]], "mulliken_charge": [-0.897, 0.651, -0.701, -0.118, -0.396, 0.070, -0.007, 0.158, 0.236, 0.773, -0.686, -0.421, -0.264, 0.231, 0.169, 0.129, 0.092, 0.593, -0.760, -0.128, -0.107, 0.026, 0.176, 0.036, 0.191, -1.439, 0.259, -0.251, -0.391, -0.666, -0.679, 0.389, 0.372, 0.368, 0.256, 0.278, 0.204, 0.268, 0.247, 0.295, 0.295, 0.233, -0.667, 0.301, 0.357, -0.613, 0.308, 0.232]}